Run i
17
Properties=species:S:1:pos:R:3:lowdin_charge:R:1 method="wB97M-V/def2-TZVPD" e_homo_ev="-18.430 / -18.428" charge=+2 orbital_gap_ha="0.3856 / 0.0941" spin_multiplicity=2
N 0.49626 -0.20245 -0.07676 0.286
H -0.12413 0.51872 0.32243 0.070
H 0.59920 -1.02994 0.54836 0.085
H 0.03279 -0.46963 -0.96570 0.111
H 1.33894 0.26237 -0.41934 0.158
H -1.21490 1.59447 2.68412 0.184
H -1.76429 2.12713 1.28307 0.135
O -1.26275 1.39509 1.71312 0.282
H 1.60762 -1.94245 2.06974 0.064
H 0.55444 -3.06635 2.07202 0.095
O 1.01811 -2.43552 1.50034 -0.023
H 0.83071 -2.42636 -2.74974 0.065
H -0.50511 -1.73455 -3.15862 0.061
O 0.19560 -1.75607 -2.51104 -0.031
H -0.70037 3.59050 -0.23058 0.141
H -0.34860 2.89326 -1.47679 0.150
O -0.75350 2.68176 -0.60464 0.168

---

Run ii
17
Properties=species:S:1:pos:R:3:lowdin_charge:R:1 method="wB97M-V/def2-TZVPD" e_homo_ev="-18.681 / -18.680" charge=+2 orbital_gap_ha="0.4244 / 0.1164" spin_multiplicity=2
N 0.10237 0.03204 0.63174 0.338
H 0.77404 -0.66706 0.42671 0.102
H -0.02771 0.04646 1.57560 0.036
H 0.46486 0.81441 0.12362 0.108
H -0.84519 -0.15579 0.19312 0.191
H -0.40055 -3.31491 -1.41146 0.131
H 0.71836 -3.14617 -0.42757 0.152
O -0.13912 -2.64979 -0.70800 0.040
H -0.83103 0.91635 3.89052 0.116
H -1.53662 -0.37302 3.61939 0.074
O -0.78982 0.13009 3.25991 -0.069
H -0.84913 3.04320 -1.87404 0.095
H -0.05927 3.85925 -0.85787 0.127
O -0.27502 2.94432 -1.12157 0.173
H 0.55105 -1.01056 -2.38692 0.047
H 1.82560 -0.31380 -2.67608 0.131
O 1.14134 -0.41495 -2.00749 0.207

---

Tell me which of them is the least stable. Sure, it is run ii.

---

Run i
18
Properties=species:S:1:pos:R:3:lowdin_charge:R:1 method="wB97M-V/def2-TZVPD" e_homo_ev=-8.520 orbital_gap_ha=0.2827
C 2.77734 0.19729 0.64472 -0.069
C 2.48204 1.33285 -0.20030 -0.100
C 2.05148 -0.95703 0.50072 -0.223
C 1.21281 1.63030 -0.50194 -0.029
C 0.51867 -0.52798 -0.12716 -0.075
C 1.23154 -1.44605 -0.69215 0.102
C 0.01085 0.82455 -0.09539 -0.381
C -3.81568 -1.27078 -0.27851 -0.092
C -2.74550 -0.78820 0.23592 -0.507
N -1.04450 1.45641 -0.14465 -0.261
S -2.57177 0.96073 0.22230 0.947
H 3.74516 0.09321 1.24691 0.137
H 3.20968 2.06195 -0.56192 0.109
H 2.27063 -1.77963 1.18303 0.115
H 1.18076 2.47523 -1.23160 0.128
H -4.15886 -2.34173 -0.16821 0.095
H -4.45175 -0.59392 -0.75868 0.027
H -1.90289 -1.32720 0.72690 0.077

---

Run ii
18
Properties=species:S:1:pos:R:3:lowdin_charge:R:1 method="wB97M-V/def2-TZVPD" smiles="S=CN=C=Cc1ccccc1" e_homo_ev=-8.414 orbital_gap_ha=0.3049
S 4.33573 4.11368 1.06918 0.635
C 3.28573 3.05517 0.46838 -0.799
N 2.82591 1.93975 0.92167 0.083
C 1.87825 1.35448 1.41600 -0.047
C 0.92961 0.59341 1.74879 -0.025
C 0.05659 0.00526 0.69776 -0.219
C 0.59355 -0.19534 -0.54292 -0.042
C -0.23141 -0.62663 -1.54746 -0.040
C -1.57847 -0.99595 -1.27878 -0.038
C -2.11432 -0.53062 -0.07901 -0.080
C -1.31348 -0.11210 0.94962 -0.029
H 3.14653 3.21148 -0.61840 0.067
H 0.56667 0.31435 2.72469 0.123
H 1.60385 -0.21843 -0.60390 0.089
H 0.16381 -1.01622 -2.36993 0.059
H -2.21601 -1.35427 -2.00098 0.074
H -3.16679 -0.49924 -0.02856 0.093
H -1.73564 0.10622 1.87444 0.095

---

Tell me which of them is the least stable. Sure, it is run i.

---

Run i
31
Properties=species:S:1:pos:R:3:lowdin_charge:R:1 method="wB97M-V/def2-TZVPD" smiles="C=C[C@@]1(c2ccccc2)[C@@H](C)C=NN1C" e_homo_ev=-7.913 orbital_gap_ha=0.3246
C 0.71788 2.60726 0.18142 0.007
C 0.89243 1.39682 0.71486 -0.120
C 0.56839 0.03386 0.14591 -0.328
C -0.96561 -0.13874 -0.01664 -0.154
C -1.90311 0.82666 0.41510 -0.041
C -3.24444 0.62029 0.26314 -0.091
C -3.67595 -0.54802 -0.36720 -0.128
C -2.78170 -1.44110 -0.91715 -0.081
C -1.37710 -1.23103 -0.79295 -0.017
C 1.40830 -0.37802 -1.09226 -0.248
C 2.70064 0.37142 -1.32149 -0.049
C 1.74706 -1.81599 -0.72656 -0.126
N 1.45897 -2.11272 0.46665 0.080
N 0.96060 -1.05175 1.07193 -0.205
C 0.16085 -1.27445 2.24593 -0.070
H 0.87558 3.58187 0.73209 0.090
H 0.45813 2.70455 -0.83680 0.059
H 1.07153 1.23658 1.87270 0.145
H -1.36998 1.65582 0.83337 0.083
H -4.07356 1.28436 0.57872 0.113
H -4.79052 -0.58135 -0.57269 0.119
H -3.25459 -2.30740 -1.55653 0.137
H -0.78451 -1.97718 -1.23220 0.088
H 0.95451 -0.41050 -2.09941 0.147
H 3.31214 0.32832 -0.50266 0.058
H 2.50404 1.47788 -1.36103 0.092
H 3.10331 -0.14538 -2.11043 0.058
H 2.27099 -2.47698 -1.28475 0.081
H 0.45892 -2.38974 2.54895 0.130
H 0.46277 -0.44434 2.94507 0.075
H -0.98788 -1.20631 2.22723 0.098

---

Run ii
31
Properties=species:S:1:pos:R:3:lowdin_charge:R:1 method="wB97M-V/def2-TZVPD" e_homo_ev=-7.395 orbital_gap_ha=0.2795
C -0.17979 -1.65278 -1.61768 -0.048
C 0.98686 -1.99935 -1.05816 -0.038
C -2.46964 -0.90084 -0.79441 -0.051
C -2.83261 -1.35720 0.41957 -0.136
C 0.48682 -1.18775 1.94794 -0.057
C -0.65243 -0.77998 1.12536 -0.248
C -1.03255 -0.53768 -1.20301 -0.278
C 1.58499 -1.16709 -0.01050 -0.336
C -0.29243 0.12426 0.00159 -0.101
C 2.72502 -0.42987 -0.59244 -0.054
C -1.18645 2.51732 0.04951 -0.056
C 0.94618 1.87009 1.25226 -0.103
C 0.05549 1.60304 0.05035 -0.388
N -1.79694 -1.34256 1.30455 0.087
N 1.61257 -1.30332 1.36576 0.114
H -0.58779 -2.08815 -2.52939 0.117
H 1.60352 -2.85756 -1.27409 0.117
H -3.17826 -0.75693 -1.65445 0.107
H -3.78513 -1.78034 0.69370 0.102
H 0.28793 -1.53287 2.93528 0.114
H -1.12728 0.12944 -2.14730 0.170
H 2.23981 0.36407 -1.24243 0.102
H 3.34659 -1.21043 -1.18444 0.113
H 3.49803 0.02985 0.04147 0.081
H -1.43198 2.96092 1.10979 0.120
H -2.06682 2.06704 -0.48794 0.091
H -0.99351 3.32202 -0.55050 0.026
H 1.83098 1.15224 1.43910 0.083
H 0.26931 1.95685 2.19086 0.103
H 1.44567 2.90217 1.30405 0.096
H 0.69383 1.88539 -0.88442 0.153

---

Tell me which of them is the least stable. Sure, it is run ii.

---

Run i
10
Properties=species:S:1:pos:R:3:lowdin_charge:R:1 method="wB97M-V/def2-TZVPD" e_homo_ev="-9.422 / -9.097" orbital_gap_ha="0.2995 / 0.2662"
C 0.76949 0.00642 0.01787 -0.266
C 1.84197 -0.73383 -0.09155 -0.614
C -0.63477 -0.45812 0.07286 -0.180
S -0.06384 2.60081 0.10411 0.479
Br 3.60332 0.03453 0.01074 0.627
H -0.19234 2.64850 1.34402 -0.340
H 1.71347 -1.78906 -0.50852 0.105
H -0.92323 -0.52902 -0.95110 0.074
H -1.29168 0.43505 0.31648 0.023
H -0.96720 -1.14011 0.87010 0.093

---

Run ii
10
Properties=species:S:1:pos:R:3:lowdin_charge:R:1 method="wB97M-V/def2-TZVPD" e_homo_ev="-8.150 / -8.050" orbital_gap_ha="0.2502 / 0.2406"
C -0.06497 0.96292 0.84498 -0.604
C 0.46908 -0.17710 0.13837 -0.879
C -0.43703 -0.97105 -0.74354 -0.138
S 0.27281 2.37474 -0.54165 0.328
Br 2.21136 -0.58992 0.03556 0.887
H -1.12097 0.82024 1.23271 0.096
H 0.64435 1.26902 1.69526 0.075
H -0.85760 -0.35986 -1.45678 0.052
H -1.12267 -1.44428 -0.01972 0.102
H 0.00563 -1.88470 -1.18519 0.082

---

Tell me which of them is the least stable. Sure, it is run i.

---

Run i
13
Properties=species:S:1:pos:R:3:lowdin_charge:R:1 method="wB97M-V/def2-TZVPD" e_homo_ev=-8.888 orbital_gap_ha=0.2412
C -0.22038 -0.93082 -0.59564 -0.692
C 0.70285 1.19968 0.62309 -0.279
C 2.13667 1.03879 -2.48900 -0.008
H 0.38773 -0.53630 3.33249 0.129
H 0.19647 -0.46598 -1.76645 0.147
H 0.87442 1.40728 1.74023 0.072
H 1.72610 0.91170 -3.54925 0.067
H 3.30715 0.89595 -2.34117 0.093
N -0.31730 0.19699 0.41633 -0.493
N 1.45137 1.78670 -0.30955 -0.028
N 1.18031 1.46272 -1.54215 -0.142
S -1.30827 0.15920 2.00966 0.550
S -1.09219 -2.29567 -0.29710 0.585

---

Run ii
13
Properties=species:S:1:pos:R:3:lowdin_charge:R:1 method="wB97M-V/def2-TZVPD" smiles="Nn1[nH]c(S)cc1=S" e_homo_ev=-7.975 orbital_gap_ha=0.3092
N 1.51546 1.71548 0.14121 0.085
N 0.67522 0.65419 -0.08907 -0.239
N -0.68414 0.86887 0.09567 0.046
C -1.26340 -0.36947 0.06989 -0.671
S -3.01484 -0.45087 0.13351 0.822
C -0.29839 -1.34257 0.05518 -0.090
C 0.96849 -0.67702 -0.00480 -0.820
S 2.52896 -1.26156 0.08767 0.545
H 2.03246 1.50951 0.99898 0.085
H 2.19426 1.72165 -0.61693 0.088
H -1.06910 1.63543 -0.44350 0.152
H -3.12718 -1.59565 -0.56453 -0.113
H -0.45781 -2.40800 0.13673 0.110

---

Run iii
13
Properties=species:S:1:pos:R:3:lowdin_charge:R:1 method="wB97M-V/def2-TZVPD" smiles="[H]/N=C1/NNCC(=S)S1" e_homo_ev=-8.471 orbital_gap_ha=0.2947
H -2.56250 -2.07983 0.01883 0.029
N -2.71932 -1.08231 0.11263 0.067
C -1.64363 -0.41571 0.12574 -0.718
N -1.75869 0.95187 0.16915 -0.046
N -0.77379 1.70104 -0.44825 -0.083
C 0.51842 1.48788 0.20793 -0.284
C 1.08270 0.09768 -0.03220 -1.161
S 2.64483 -0.30576 0.04902 0.665
S -0.05111 -1.18320 -0.14906 0.989
H -2.72283 1.28128 0.14562 0.152
H -0.93975 2.71650 -0.42123 0.134
H 1.30942 2.24126 -0.08372 0.131
H 0.43391 1.65102 1.29762 0.125

---

Tell me which of them is the least stable. Sure, it is run i.

---

Run i
11
Properties=species:S:1:pos:R:3:lowdin_charge:R:1 method="wB97M-V/def2-TZVPD" smiles="COC(=O)CCl" e_homo_ev=-10.744 orbital_gap_ha=0.4244
C 1.50745 0.85776 0.54830 -0.064
O 0.13544 0.67422 0.26750 -0.060
C -0.16205 -0.54197 -0.21580 -0.565
O 0.68266 -1.38763 -0.42566 0.098
C -1.68177 -0.52913 -0.33075 -0.465
Cl -2.11570 -0.81609 -2.04190 0.587
H 2.11632 0.42600 -0.26303 0.097
H 1.87076 0.27644 1.40291 0.097
H 1.71395 1.93031 0.72419 0.104
H -2.09877 -1.32855 0.27849 0.087
H -1.96829 0.43864 0.05575 0.083

---

Run ii
11
Properties=species:S:1:pos:R:3:lowdin_charge:R:1 method="wB97M-V/def2-TZVPD" smiles="O=COCCCl" e_homo_ev=-10.766 orbital_gap_ha=0.4183
O 2.50963 -0.86647 -0.72825 0.008
C 2.10674 -0.70503 0.47788 -0.143
O 0.68833 -0.25489 0.74933 -0.148
C -0.10678 0.25745 -0.46462 -0.214
C -1.54711 0.47063 0.13792 -0.542
Cl -2.57711 -1.01792 -0.04675 0.508
H 2.39581 -0.87842 1.55364 0.150
H 0.23142 1.35393 -0.84145 0.158
H -0.26786 -0.35861 -1.34092 0.090
H -1.89940 1.30042 -0.62261 0.114
H -1.53367 0.69891 1.12583 0.017

---

Tell me which of them is the least stable. Sure, it is run ii.

---

Run i
19
Properties=species:S:1:pos:R:3:lowdin_charge:R:1 method="wB97M-V/def2-TZVPD" smiles="C[C@@H]1CC=C[P@@]1(C)=O" e_homo_ev=-9.151 orbital_gap_ha=0.3645
C 1.25250 1.44200 0.67449 -0.114
C 0.51359 0.15375 0.93686 -0.460
C 1.32185 -1.10986 0.56534 -0.187
C 0.25373 -2.11915 0.20537 -0.183
C -0.94035 -1.79953 -0.25790 -0.136
P -1.09518 0.02975 0.07640 0.766
C -1.49810 1.26192 -1.76294 -0.058
O -2.23265 0.47662 0.87573 -0.385
H 0.90958 1.77861 -0.30877 0.042
H 2.40065 1.36723 0.81510 0.110
H 0.73977 2.19158 1.41158 0.114
H 0.11284 0.11754 1.93003 0.108
H 1.95740 -1.45411 1.37511 0.114
H 1.98446 -0.84344 -0.21076 0.098
H 0.63886 -3.17888 0.18355 0.119
H -1.72332 -2.53462 -0.39652 0.077
H -0.64121 1.77214 -2.14626 -0.013
H -1.65404 0.59977 -2.57302 -0.012
H -2.30038 1.84868 -1.39340 -0.001

---

Run ii
19
Properties=species:S:1:pos:R:3:lowdin_charge:R:1 method="wB97M-V/def2-TZVPD" e_homo_ev=-8.588 orbital_gap_ha=0.3400
C 0.02212 0.23187 1.15620 -0.540
C -0.81214 0.82552 -1.04231 -0.183
C -0.78380 -0.63830 -1.10467 -0.195
C 0.22885 1.20156 0.06878 -0.416
C -0.95629 -1.19136 0.33335 -0.255
C 1.69633 0.92336 -0.41992 -0.068
O -0.55424 -2.46857 0.71234 -0.048
P 0.25924 0.38017 2.76662 0.833
H -0.50693 1.15198 -1.97211 0.083
H -1.75709 1.31894 -0.80528 0.127
H -1.42916 -0.99168 -1.88819 0.109
H 0.21212 -1.07112 -1.41547 0.134
H 0.12040 2.24304 0.35719 0.125
H -2.01494 -1.10841 0.72333 0.146
H 2.42726 1.61352 0.10511 0.096
H 1.60560 1.17064 -1.43823 0.049
H 2.13231 -0.07392 -0.18644 0.085
H 0.35344 -2.79182 0.67262 0.101
H -0.24310 -0.72540 3.37710 -0.183

---

Tell me which of them is the least stable. Sure, it is run ii.

---

Run i
11
Properties=species:S:1:pos:R:3:lowdin_charge:R:1 method="wB97M-V/def2-TZVPD" e_homo_ev=-10.174 orbital_gap_ha=0.3148
C 0.16437 2.64982 -0.12180 0.182
C 0.18982 1.45912 0.01459 -0.082
C 0.40550 0.05822 -0.04095 -0.254
C 1.77359 -0.34501 0.20361 -0.252
O 2.27146 -1.38082 -0.17092 0.072
C -0.53633 -0.92589 -0.05041 -0.026
C -1.90177 -0.84822 0.00202 -0.193
N -3.03361 -0.52465 0.04738 0.183
H -0.09871 3.61944 0.00221 0.012
H 2.32187 0.59672 0.84901 0.190
H 0.26942 -1.78525 0.14222 0.167

---

Run ii
11
Properties=species:S:1:pos:R:3:lowdin_charge:R:1 method="wB97M-V/def2-TZVPD" e_homo_ev=-9.767 orbital_gap_ha=0.2900
C 0.37609 -0.94686 0.81260 -0.266
C -0.05673 -0.09252 -0.20570 -0.218
C -1.22921 0.28487 -0.80359 0.034
C -2.14037 -0.82228 -0.80973 -0.243
C 1.13147 0.75226 -0.05461 -0.096
C 2.13714 1.50326 0.37026 0.146
H -0.28206 -1.71589 0.69476 0.096
H -1.32857 1.27893 -1.36676 0.164
H 3.17066 2.11562 0.52422 0.101
N -3.00709 -1.54627 -0.83446 0.180
O 1.22868 -0.81111 1.67303 0.102

---

Tell me which of them is the least stable. Sure, it is run ii.